# 1
Formula: C5H11NS
Source: OMol25
Level of theory: wB97M-V/def2-TZVPD

Output
SMILES string: CC[C@]1(CS)CN1
Energy above the lowest of the compared OMol25 structures with the same formula, charge and spin (kJ/mol): 89.0
E_HOMO (eV): -8.96

Each line ends with the Mulliken charge.
Cartesian coordinates (Å):
S: 0.72 2.05 -1.84  -0.22
N: 1.40 -0.49 -0.02  -0.72
C: 0.02 0.40 -1.80  -1.26
C: 0.01 -0.24 -0.45  1.40
C: -1.04 0.36 0.52  -0.35
C: -0.60 0.34 2.02  -1.45
C: 0.46 -1.64 -0.26  -0.86
H: -1.93 -0.30 0.31  0.28
H: 0.55 -0.24 -2.54  0.37
H: 0.03 -2.20 0.56  0.25
H: -0.97 0.51 -2.20  0.41
H: -0.32 -0.67 2.40  0.33
H: 0.63 -2.25 -1.14  0.28
H: 1.60 -0.37 1.01  0.29
H: -1.19 1.40 0.18  0.36
H: 2.00 1.67 -1.63  0.13
H: -1.50 0.56 2.59  0.42
H: 0.12 1.11 2.29  0.33

---

# 2
Formula: C39H41IIrN5O6
Source: OMol25
Level of theory: wB97M-V/def2-TZVPD

Output
Energy above the lowest of the compared OMol25 structures with the same formula, charge and spin (kJ/mol): 66.5
E_HOMO (eV): -7.17

Each line ends with the Mulliken charge.
Cartesian coordinates (Å):
Ir: 0.65 1.02 -0.14  1.90
I: -1.17 2.84 -1.01  0.10
O: 1.80 0.73 -1.98  -0.94
O: -2.77 -4.62 -1.03  -0.36
O: 5.60 2.03 1.38  -0.51
O: -2.07 -0.77 4.08  -0.34
O: -3.07 0.19 -1.15  0.40
O: 1.74 -0.31 0.91  -0.62
N: -1.21 -1.00 1.69  0.45
N: -0.58 -0.57 -0.51  -0.16
N: 5.16 0.10 -2.90  -0.71
N: -1.86 -2.44 0.02  -0.14
N: 1.87 2.79 -0.13  0.32
C: 3.16 2.63 -0.21  -0.27
C: -0.70 -1.37 -4.16  -1.31
C: -2.58 -0.72 5.39  -1.06
C: -1.36 0.32 3.63  1.23
C: -1.03 -0.73 -1.86  -0.42
C: 3.14 -0.53 -4.06  -1.18
C: -5.75 -3.71 0.94  -0.84
C: 3.86 0.17 -2.95  0.79
C: 2.09 5.12 0.69  -0.61
C: 0.12 2.35 2.52  -0.35
C: -2.82 -0.47 -3.47  -0.69
C: -5.28 -2.53 1.50  -1.32
C: -0.23 -1.25 -2.85  0.31
C: 6.05 2.25 0.05  -1.01
C: -4.00 -2.08 1.22  -0.21
C: -4.93 -4.44 0.09  -0.42
C: 1.34 4.07 0.16  -0.39
C: -1.20 -1.29 0.39  0.29
C: -3.16 -2.81 0.39  -0.59
C: 2.84 -1.10 0.57  1.70
C: -4.45 0.42 -1.36  -1.24
C: 5.83 0.74 -1.91  -1.25
C: 0.01 4.34 -0.15  1.13
C: 3.07 0.86 -1.94  0.97
C: 0.19 6.60 0.63  -0.72
C: -1.99 -0.99 -4.46  -0.99
C: 2.47 -2.26 -0.34  -0.81
C: -0.57 5.58 0.08  -0.65
C: -0.90 0.23 2.31  -1.00
C: -3.23 -5.77 -1.71  -1.02
C: -2.34 -0.33 -2.18  0.33
C: 5.22 1.53 -0.98  0.97
C: 3.80 1.64 -1.00  -0.09
C: 1.52 6.36 0.93  -0.89
C: -3.65 -4.00 -0.19  1.32
C: -0.32 2.45 3.82  -1.51
C: 3.41 -1.61 1.89  -1.93
C: -1.08 1.44 4.40  -0.48
C: -0.16 1.25 1.70  0.70
H: 3.67 -0.77 2.53  0.40
H: -3.24 0.14 5.52  0.41
H: 3.33 -2.91 -0.52  0.51
H: 2.19 -0.05 -4.29  0.25
H: -0.05 -1.77 -4.92  0.50
H: -0.07 3.33 4.41  0.45
H: -1.56 -1.71 2.30  0.58
H: 4.30 -2.23 1.72  0.38
H: -6.75 -4.06 1.16  0.40
H: -0.26 7.57 0.82  0.39
H: 3.13 4.98 0.92  0.48
H: -1.54 -2.86 -0.84  0.58
H: 7.09 1.96 -0.08  0.35
H: 6.00 3.33 -0.09  0.37
H: -3.15 -1.63 5.53  0.27
H: -5.92 -1.95 2.16  0.43
H: -3.83 -0.17 -3.72  0.50
H: 3.78 -0.56 -4.94  0.50
H: -5.30 -5.35 -0.36  0.43
H: -1.61 5.75 -0.17  0.40
H: 6.90 0.60 -1.90  0.35
H: 3.63 -0.52 0.08  -0.65
H: 2.66 -2.21 2.41  0.40
H: 3.82 3.36 0.24  -0.11
H: -3.65 -1.15 1.65  0.65
H: -1.78 -0.67 6.13  0.37
H: -4.85 0.75 -0.41  0.22
H: 0.78 -1.54 -2.60  0.32
H: 1.67 -2.85 0.12  0.25
H: -3.47 -6.58 -1.01  0.36
H: 2.93 -1.57 -3.78  0.17
H: 5.52 1.08 1.52  0.36
H: 2.12 -1.90 -1.31  -0.25
H: -4.10 -5.55 -2.33  0.41
H: -2.40 -6.09 -2.35  0.26
H: 2.13 7.15 1.35  0.39
H: -4.96 -0.50 -1.67  0.39
H: -4.61 1.20 -2.12  0.38
H: -2.36 -1.09 -5.47  0.41
H: 0.72 3.16 2.14  0.41
H: -1.42 1.52 5.42  0.44

---

# 3
Formula: C3H8FN3O
Source: OMol25
Level of theory: wB97M-V/def2-TZVPD

Output
SMILES string: N/N=C\N(O)CCF
Energy above the lowest of the compared OMol25 structures with the same formula, charge and spin (kJ/mol): 206.8
E_HOMO (eV): -8.85

Each line ends with the Mulliken charge.
Cartesian coordinates (Å):
F: -0.39 1.50 2.98  -0.29
O: 0.55 -1.84 -0.20  -0.51
N: -0.48 0.06 -2.30  -0.44
N: 0.73 -0.55 -2.64  -0.48
N: 0.20 -0.44 -0.10  0.04
C: -0.72 0.04 -1.02  0.04
C: -0.01 1.34 1.66  -0.13
C: -0.15 -0.15 1.30  -0.86
H: -1.76 0.31 -0.66  0.39
H: -0.66 1.95 1.04  0.26
H: 1.50 -0.11 -2.14  0.25
H: 0.91 -0.36 -3.62  0.27
H: 1.06 1.62 1.57  0.25
H: 0.57 -0.68 1.92  0.33
H: 0.84 -1.88 -1.14  0.48
H: -1.12 -0.53 1.51  0.41

---

# 4
Formula: C11H16N2OS
Source: OMol25
Level of theory: wB97M-V/def2-TZVPD

Output
Energy above the lowest of the compared OMol25 structures with the same formula, charge and spin (kJ/mol): 571.3
E_HOMO (spin up / spin down) (eV): -8.47 / -6.35

Each line ends with the Mulliken charge.
Cartesian coordinates (Å):
S: -4.45 -1.37 0.11  -0.47
O: -2.48 1.88 0.17  -0.76
N: -1.85 -0.40 0.10  0.02
N: -4.91 1.34 0.10  -0.32
C: -4.13 0.26 0.09  -0.09
C: 2.98 1.43 -0.06  -2.01
C: -0.54 -0.35 0.16  -0.02
C: 2.04 -0.92 2.07  -1.23
C: 0.88 -1.64 -1.35  -0.84
C: 0.54 -1.47 0.10  -0.02
C: 1.56 -0.22 -1.76  -1.06
C: 1.94 -0.86 0.55  -0.36
C: 1.83 0.37 -0.34  1.42
C: -2.69 0.66 0.17  0.66
C: 0.29 0.91 0.03  -1.24
H: 2.26 -2.00 2.46  0.34
H: 2.58 -0.23 -2.15  0.52
H: 3.77 0.80 -0.38  0.48
H: 0.21 -1.77 -2.15  0.42
H: 1.03 0.54 -2.25  0.41
H: -0.05 1.48 -0.79  0.52
H: -2.30 -1.27 0.18  0.17
H: 2.80 2.17 -0.81  0.43
H: 0.15 1.30 1.06  0.39
H: 2.98 -0.42 2.41  0.39
H: -4.37 2.15 -0.20  0.30
H: 2.91 1.65 0.90  0.50
H: 0.08 -2.28 0.67  0.65
H: -5.79 1.21 -0.30  0.25
H: 1.58 -2.49 -1.47  0.30
H: 1.15 -0.46 2.65  0.25

---

# 5
Formula: C5H37NO14
Source: OMol25
Level of theory: wB97M-V/def2-TZVPD

Output
2S+1: 2
E_HOMO (spin up / spin down) (eV): 0.01 / -4.55
Net charge: -1

Each line ends with the Mulliken charge.
Cartesian coordinates (Å):
O: -0.29 2.72 -2.24  -0.28
O: -4.66 -1.72 1.10  -0.61
O: -0.83 2.02 3.24  -0.78
O: -1.79 -2.92 3.30  -0.62
O: 2.20 -1.48 2.78  -0.77
O: -0.15 -0.36 3.55  -0.46
O: -0.46 0.42 -3.64  -0.69
O: 1.32 3.65 0.02  -0.64
O: -2.80 -2.78 -0.70  -0.60
O: 2.29 0.97 1.88  -0.72
O: -2.29 0.87 0.24  -0.63
O: 3.00 2.35 -2.02  -0.69
O: 1.40 3.32 2.74  -0.76
O: -3.10 -0.62 -3.05  -0.76
N: 0.50 -2.34 -2.23  -0.52
C: 2.93 -1.71 -1.75  -1.90
C: -0.57 -0.53 -0.37  0.52
C: -1.15 0.85 -0.15  -1.09
C: 1.46 -1.22 -1.75  0.70
C: 0.97 -0.60 -0.44  2.62
H: 2.09 1.76 2.37  0.36
H: 1.16 -2.98 -2.73  0.28
H: -3.98 -1.16 1.50  0.30
H: -3.69 -2.66 -0.45  0.27
H: 0.22 -2.88 -1.49  0.25
H: -1.19 -0.85 -1.36  -1.05
H: 2.28 1.30 0.96  0.23
H: 1.28 0.49 -0.35  -0.96
H: -0.98 3.22 -2.59  0.10
H: -2.18 -0.55 -3.48  0.35
H: -3.10 0.33 -2.77  0.32
H: 3.19 2.74 -1.24  0.29
H: 0.49 2.90 2.89  0.57
H: 2.08 -2.04 2.03  0.30
H: -2.65 -3.43 3.33  0.32
H: 1.44 -0.38 -2.58  -0.42
H: 2.22 -0.61 2.30  0.52
H: 2.96 -2.55 -1.03  0.39
H: -0.22 -0.42 -3.07  0.33
H: -5.35 -1.09 0.91  0.30
H: 2.01 2.42 -2.08  0.33
H: -0.89 -0.99 3.68  0.21
H: 0.54 -0.71 3.34  0.26
H: -0.82 -1.33 0.33  0.60
H: -0.43 1.81 -2.43  0.26
H: 1.59 3.86 3.51  0.23
H: -2.74 -2.04 -1.30  0.33
H: -0.27 1.28 3.54  0.47
H: 0.43 3.66 -0.36  0.24
H: -1.30 -3.23 2.64  0.26
H: 1.34 3.61 0.95  0.35
H: 0.34 0.43 -4.25  0.31
H: -0.56 1.75 -0.09  0.49
H: 3.56 -0.91 -1.49  0.40
H: -1.43 1.64 2.67  0.25
H: 1.28 -1.34 0.37  -0.92
H: 3.32 -1.95 -2.69  0.56

---

What did the fourth record say?
Formula: C11H16N2OS
Source: OMol25
Level of theory: wB97M-V/def2-TZVPD

Output
Energy above the lowest of the compared OMol25 structures with the same formula, charge and spin (kJ/mol): 571.3
E_HOMO (spin up / spin down) (eV): -8.47 / -6.35

Each line ends with the Mulliken charge.
Cartesian coordinates (Å):
S: -4.45 -1.37 0.11  -0.47
O: -2.48 1.88 0.17  -0.76
N: -1.85 -0.40 0.10  0.02
N: -4.91 1.34 0.10  -0.32
C: -4.13 0.26 0.09  -0.09
C: 2.98 1.43 -0.06  -2.01
C: -0.54 -0.35 0.16  -0.02
C: 2.04 -0.92 2.07  -1.23
C: 0.88 -1.64 -1.35  -0.84
C: 0.54 -1.47 0.10  -0.02
C: 1.56 -0.22 -1.76  -1.06
C: 1.94 -0.86 0.55  -0.36
C: 1.83 0.37 -0.34  1.42
C: -2.69 0.66 0.17  0.66
C: 0.29 0.91 0.03  -1.24
H: 2.26 -2.00 2.46  0.34
H: 2.58 -0.23 -2.15  0.52
H: 3.77 0.80 -0.38  0.48
H: 0.21 -1.77 -2.15  0.42
H: 1.03 0.54 -2.25  0.41
H: -0.05 1.48 -0.79  0.52
H: -2.30 -1.27 0.18  0.17
H: 2.80 2.17 -0.81  0.43
H: 0.15 1.30 1.06  0.39
H: 2.98 -0.42 2.41  0.39
H: -4.37 2.15 -0.20  0.30
H: 2.91 1.65 0.90  0.50
H: 0.08 -2.28 0.67  0.65
H: -5.79 1.21 -0.30  0.25
H: 1.58 -2.49 -1.47  0.30
H: 1.15 -0.46 2.65  0.25